1.
The following is a DFT calculation (the ωB97M-V functional and the def2-TZVPD basis) of a cluster of 2 separate species, C9H14 in total.

The geometry in XYZ format:
```
23
Properties=species:S:1:pos:R:3:mulliken_charge:R:1
C 0.34 2.22 -0.85 -1.559
C 0.09 0.74 -0.92 0.713
C -1.19 0.22 -0.78 -0.204
C -1.41 -1.15 -0.86 -0.519
C -0.35 -2.02 -1.06 -0.385
C 0.93 -1.51 -1.21 -0.536
C 1.14 -0.15 -1.14 -0.357
H 1.37 2.44 -0.57 0.354
H -0.31 2.69 -0.10 0.321
H 0.12 2.71 -1.80 0.371
H -2.03 0.88 -0.60 0.354
H -2.42 -1.54 -0.75 0.366
H -0.52 -3.09 -1.11 0.370
H 1.77 -2.18 -1.37 0.365
H 2.15 0.26 -1.24 0.319
C 0.07 -0.29 2.56 -0.614
C 0.24 1.19 2.93 -0.759
H 0.48 -0.92 3.36 0.361
H -0.99 -0.53 2.44 0.248
H 0.57 -0.51 1.62 0.078
H -0.20 1.82 2.16 0.122
H 1.29 1.45 3.03 0.259
H -0.28 1.41 3.87 0.331
```

Values from the calculation:
- SMILES: Cc1ccccc1.CC

2.
The following is a DFT calculation (the ωB97M-V functional and the def2-TZVPD basis) of a cluster of 2 separate species, C9H14 in total in a non-equilibrium geometry.

The geometry in XYZ format:
```
23
Properties=species:S:1:pos:R:3:mulliken_charge:R:1
C -1.17 0.45 -0.86 -1.148
C -0.14 1.35 -0.30 0.986
C 1.14 1.34 -0.83 -0.403
C 2.18 2.16 -0.37 -0.424
C 1.95 2.87 0.79 -0.524
C 0.66 2.94 1.28 -0.299
C -0.41 2.25 0.77 -0.628
H -0.93 -0.61 -0.80 -0.016
H -1.32 0.66 -1.93 0.377
H -2.13 0.62 -0.36 0.364
H 1.33 0.74 -1.72 0.328
H 3.13 2.14 -0.90 0.377
H 2.80 3.37 1.23 0.367
H 0.48 3.57 2.15 0.310
H -1.42 2.17 1.15 0.305
C -1.07 -3.36 -0.58 -0.787
C -0.43 -3.09 0.79 -0.854
H -1.44 -2.54 -1.19 0.294
H -0.40 -3.96 -1.19 0.221
H -1.98 -3.96 -0.41 0.277
H -0.40 -4.03 1.34 0.346
H -0.99 -2.34 1.34 0.277
H 0.58 -2.74 0.61 0.251
```

Values from the calculation:
- SMILES: Cc1ccccc1.CC

3.
The following is a DFT calculation (the ωB97M-V functional and the def2-TZVPD basis) of a cluster of 2 separate species, C9H14 in total in a non-equilibrium geometry.

The geometry in XYZ format:
```
23
Properties=species:S:1:pos:R:3:mulliken_charge:R:1
C 0.64 -1.13 2.14 -1.355
C 0.09 -1.05 0.74 1.021
C -1.03 -1.87 0.45 -0.489
C -1.37 -2.14 -0.86 -0.452
C -0.67 -1.55 -1.91 -0.406
C 0.32 -0.63 -1.61 -0.348
C 0.75 -0.40 -0.30 -0.818
H 1.69 -1.42 2.22 0.308
H 0.11 -1.81 2.80 0.380
H 0.52 -0.10 2.54 0.283
H -1.69 -2.11 1.27 0.312
H -1.94 -2.93 -1.35 0.274
H -0.89 -1.77 -2.95 0.378
H 0.82 -0.04 -2.37 0.352
H 1.49 0.30 0.06 0.555
C 0.46 2.88 -0.14 -0.588
C 0.37 4.02 0.81 -1.083
H 0.19 3.20 -1.16 0.318
H 1.51 2.70 -0.46 0.265
H 0.00 1.94 0.12 0.189
H 0.94 4.91 0.52 0.318
H 0.84 3.82 1.79 0.289
H -0.63 4.27 1.19 0.297
```

Values from the calculation:
- SMILES: Cc1ccccc1.CC

4.
The following is a DFT calculation (the ωB97M-V functional and the def2-TZVPD basis) of a cluster of 2 separate species, C9H14 in total in a non-equilibrium geometry.

The geometry in XYZ format:
```
23
Properties=species:S:1:pos:R:3:mulliken_charge:R:1
C 2.06 -0.16 -1.90 -1.548
C 1.12 0.61 -1.03 0.794
C -0.04 1.22 -1.58 -0.420
C -0.94 1.88 -0.76 -0.568
C -0.54 2.15 0.56 -0.378
C 0.58 1.59 1.11 -0.412
C 1.45 0.87 0.30 -0.336
H 2.73 0.67 -2.19 0.354
H 1.66 -0.68 -2.75 0.385
H 2.55 -0.94 -1.30 0.333
H -0.16 1.36 -2.64 0.392
H -1.92 2.24 -1.03 0.394
H -1.22 2.77 1.12 0.314
H 0.58 1.61 2.19 0.350
H 2.39 0.55 0.75 0.331
C -1.09 -1.59 0.57 -0.503
C -1.62 -2.31 1.78 -0.966
H -1.21 -0.53 0.44 0.072
H 0.01 -1.68 0.48 0.211
H -1.32 -2.13 -0.38 0.349
H -1.47 -3.39 1.69 0.298
H -2.66 -1.95 1.96 0.282
H -0.93 -2.16 2.60 0.271
```

Values from the calculation:
- SMILES: Cc1ccccc1.CC

no.,DFT total energy (hartree),HOMO-LUMO gap (hartree),LUMO (eV)
1,-351.33019,0.37265,1.0
2,-351.31289,0.36454,1.0
3,-351.28331,0.36378,1.0
4,-351.28702,0.36325,1.0